C26H39FN6O3PSr | the ωB97M-V functional and the def2-TZVPD basis

Computed properties:
- LUMO: -2.385 eV
- Orbital gap: 8.009 eV
- Net charge: +1
- Strongest force on any atom: 0.6 eV Å⁻¹

Geometry as XYZ:
```
77
C26H39FN6O3PSr | the Open Molecules 2025 dataset | the ωB97M-V functional and the def2-TZVPD basis
Sr -1.001 0.957 0.471
C 5.003 -3.264 -1.703
C 5.456 -2.301 -0.618
C 6.719 -1.563 -1.038
C 7.235 -0.731 0.121
C 6.149 0.163 0.652
C 6.467 1.310 1.336
C 5.467 2.154 1.818
F 5.837 3.258 2.483
C 4.147 1.888 1.620
C 3.793 0.727 0.915
C 2.389 0.448 0.691
O 1.471 1.204 1.111
C 2.113 -0.724 -0.067
C 3.113 -1.541 -0.488
N 4.417 -1.300 -0.252
C 4.784 -0.150 0.436
C 0.644 -0.890 -0.331
O -0.069 -1.396 0.565
O 0.156 -0.203 -1.272
H 5.853 -3.888 -1.974
H 4.679 -2.732 -2.599
H 4.211 -3.937 -1.378
H 5.671 -2.868 0.294
H 6.496 -0.934 -1.904
H 7.467 -2.294 -1.346
H 8.091 -0.126 -0.178
H 7.584 -1.395 0.918
H 7.501 1.581 1.505
H 3.374 2.543 1.992
H 2.888 -2.436 -1.045
C 0.717 3.873 -0.668
N -0.424 3.676 0.231
C -0.045 4.101 1.581
C -1.588 4.419 -0.260
C -2.887 3.988 0.393
N -3.210 2.562 0.195
C -3.516 2.286 -1.211
C -4.391 2.255 1.014
H 0.992 4.933 -0.743
H 0.477 3.505 -1.666
H 1.570 3.313 -0.287
H 0.260 5.156 1.599
H 0.785 3.486 1.927
H -0.877 3.982 2.276
H -1.643 4.278 -1.341
H -1.457 5.499 -0.100
H -3.706 4.612 0.010
H -2.841 4.165 1.468
H -4.309 2.940 -1.595
H -3.849 1.252 -1.312
H -2.634 2.420 -1.840
H -5.235 2.907 0.753
H -4.160 2.402 2.069
H -4.692 1.220 0.867
C -5.171 -3.849 0.770
N -3.721 -4.020 0.761
C -3.291 -4.303 -0.606
N -3.710 -3.291 -1.574
C -5.160 -3.142 -1.496
N -5.648 -2.821 -0.155
C -5.233 -1.487 0.263
P -3.380 -1.304 0.337
C -3.040 -2.851 1.305
C -3.030 -2.022 -1.343
H -5.499 -3.602 1.781
H -5.627 -4.798 0.480
H -3.724 -5.259 -0.907
H -2.203 -4.390 -0.628
H -5.615 -4.086 -1.801
H -5.480 -2.363 -2.190
H -5.663 -1.272 1.246
H -5.652 -0.753 -0.434
H -3.352 -2.704 2.343
H -1.961 -3.018 1.309
H -1.950 -2.155 -1.440
H -3.335 -1.308 -2.116
```


C33H57N12O5 | the ωB97M-V functional and the def2-TZVPD basis

Computed properties:
- LUMO: -1.666 eV
- Orbital gap: 9.028 eV
- Net charge: +1
- Strongest force on any atom: 1.0 eV Å⁻¹
- ΔE to the lowest compared entry with this formula, charge and spin: 42.9 kJ/mol

Geometry as XYZ:
```
107
C33H57N12O5 | the Open Molecules 2025 dataset | the ωB97M-V functional and the def2-TZVPD basis
C 2.059 6.109 -2.462
C 2.326 5.417 -3.403
C 2.644 4.565 -4.542
H 3.739 4.477 -4.623
O 2.051 3.277 -4.513
C 2.609 2.359 -3.607
C 2.057 2.467 -2.177
H 2.143 3.507 -1.838
O 0.727 2.014 -2.040
C -0.246 2.779 -2.740
C -1.601 2.575 -2.072
O -2.057 1.258 -2.364
C -3.351 0.939 -1.890
H -4.085 1.637 -2.313
H -3.545 -0.063 -2.282
C -3.500 0.936 -0.357
N -2.525 0.108 0.296
C -1.482 0.599 0.986
N -1.302 1.916 1.028
C -0.176 2.316 1.632
N 0.753 1.488 2.121
C 0.406 0.205 2.133
N -0.690 -0.305 1.580
N 1.242 -0.635 2.808
C 0.922 -2.035 2.946
H -0.032 -2.194 2.441
C 2.042 -2.892 2.324
N 2.545 -2.185 1.167
C 2.111 -2.320 -0.097
O 2.319 -1.477 -0.954
C 1.409 -3.660 -0.432
N 0.021 -3.594 -0.048
C -0.705 -4.452 0.699
C -1.979 -3.910 0.731
N -1.946 -2.777 0.008
N -0.758 -2.599 -0.447
C -3.229 -4.398 1.383
N -3.319 -5.837 1.206
H -2.630 -6.323 1.768
H -4.234 -6.168 1.487
H -4.064 -3.957 0.826
C -3.338 -3.896 2.854
C -3.443 -2.373 2.882
H -3.679 -2.027 3.884
H -4.236 -2.038 2.217
H -2.512 -1.905 2.568
C -2.183 -4.409 3.720
C -2.383 -4.132 5.206
H -1.594 -4.608 5.784
H -3.338 -4.529 5.543
H -2.359 -3.067 5.413
H -2.085 -5.490 3.588
H -1.249 -3.947 3.392
H -4.271 -4.315 3.250
H -0.299 -5.348 1.116
H 1.883 -4.437 0.176
C 1.586 -4.112 -1.903
H 2.618 -3.902 -2.185
H 1.462 -5.197 -1.900
C 0.639 -3.544 -2.967
H 0.564 -4.299 -3.750
H -0.364 -3.437 -2.553
C 1.092 -2.219 -3.605
H 1.341 -2.386 -4.652
C 0.034 -1.126 -3.530
N -0.093 -0.618 -2.153
H -0.384 -1.382 -1.475
H -0.794 0.158 -2.120
H 0.813 -0.257 -1.832
H -0.937 -1.504 -3.853
H 0.311 -0.295 -4.181
H 1.991 -1.858 -3.107
C 3.278 -0.979 1.543
C 2.654 -0.352 2.809
H 3.097 -0.764 3.718
H 2.787 0.728 2.804
H 3.218 -0.286 0.703
H 4.326 -1.241 1.715
H 1.669 -3.885 2.084
H 2.872 -3.009 3.026
H 0.812 -2.285 4.009
N 0.034 3.632 1.768
C 1.268 4.182 2.276
H 1.925 3.363 2.562
H 1.048 4.805 3.150
C 1.906 5.047 1.182
H 2.781 5.573 1.565
O 1.017 6.043 0.729
C -0.183 5.491 0.235
H -0.808 6.335 -0.060
C -0.885 4.640 1.299
H -1.772 4.157 0.895
H -1.166 5.279 2.144
H 0.029 4.866 -0.645
H 2.206 4.402 0.341
H -2.601 -0.903 0.248
H -4.507 0.577 -0.126
H -3.387 1.946 0.039
H -1.491 2.697 -0.987
H -2.318 3.308 -2.461
H 0.013 3.843 -2.709
H -0.291 2.467 -3.790
H 2.644 1.821 -1.519
H 2.375 1.369 -4.011
H 3.701 2.471 -3.564
H 2.257 5.033 -5.454
H 1.838 6.714 -1.632
```


C10H15N2O3 | the ωB97M-V functional and the def2-TZVPD basis

Computed properties:
- LUMO: -4.877 eV
- Orbital gap: 8.383 eV
- Net charge: +1
- Strongest force on any atom: 1.9 eV Å⁻¹
- ΔE to the lowest compared entry with this formula, charge and spin: 431.8 kJ/mol

Geometry as XYZ:
```
30
C10H15N2O3 | the Open Molecules 2025 dataset | the ωB97M-V functional and the def2-TZVPD basis
C -1.273 -0.415 -1.862
C -2.058 -0.685 -0.861
C 0.785 -0.217 -0.566
C 1.651 1.002 -0.368
C 2.950 0.949 -0.106
C 1.234 -2.273 0.380
C 3.808 2.141 0.088
C -3.779 0.562 0.424
C -3.178 -0.782 -0.002
C 0.163 -1.621 1.253
N 0.042 -0.068 -1.804
N -0.183 -0.421 0.524
O 1.534 -1.412 -0.620
O 1.742 -3.331 0.515
O -0.527 0.682 1.265
H -1.694 -0.453 -2.864
H 1.114 1.934 -0.473
H 3.446 -0.010 -0.036
H 3.235 3.064 0.033
H 4.584 2.152 -0.677
H 4.314 2.087 1.052
H -3.018 1.176 0.897
H -4.581 0.398 1.139
H -4.181 1.096 -0.435
H -3.927 -1.400 -0.523
H -2.909 -1.379 0.882
H 0.567 -1.400 2.248
H -0.695 -2.291 1.372
H 0.600 -0.113 -2.643
H 0.233 1.029 1.769
```


C24H29N2O10 | the ωB97M-V functional and the def2-TZVPD basis

Computed properties:
- LUMO: 1.931 eV
- Orbital gap: 6.193 eV
- Net charge: -1
- Strongest force on any atom: 1.8 eV Å⁻¹

Geometry as XYZ:
```
65
C24H29N2O10 | the Open Molecules 2025 dataset | the ωB97M-V functional and the def2-TZVPD basis
C -0.397 5.319 3.600
C -0.216 3.841 3.819
O 0.668 3.351 2.790
C 0.886 2.015 2.874
C 1.673 1.465 1.766
C 2.419 0.253 2.088
O 2.014 -0.624 2.846
O 3.610 0.109 1.461
C 4.192 -1.183 1.715
C 5.445 -1.269 0.893
C 2.025 2.417 0.684
O 1.258 3.274 0.268
O 3.254 2.258 0.151
C 3.552 3.160 -0.939
C 4.815 2.661 -1.589
O 0.449 1.380 3.831
H -1.164 5.698 4.278
H 0.528 5.864 3.813
H -0.704 5.538 2.574
H 0.214 3.645 4.812
H -1.182 3.320 3.744
H 4.407 -1.270 2.789
H 3.468 -1.952 1.418
H 5.934 -2.226 1.083
H 5.214 -1.210 -0.175
H 6.146 -0.469 1.146
H 2.714 3.158 -1.647
H 3.687 4.171 -0.529
H 5.011 3.223 -2.504
H 5.676 2.790 -0.927
H 4.730 1.601 -1.847
C -4.844 -3.642 5.610
O -4.049 -2.446 5.480
C -3.089 -2.374 4.520
C -2.409 -1.140 4.409
C -1.504 -0.952 3.400
C -1.302 -1.896 2.375
C -0.477 -1.505 1.244
C -0.675 -1.920 -0.044
C 0.417 -1.720 -1.001
O 1.493 -1.191 -0.703
N 0.211 -2.153 -2.318
C 1.290 -1.968 -3.262
C -0.926 -2.831 -2.779
O -1.044 -3.240 -3.933
N -1.945 -3.020 -1.838
C -3.142 -3.636 -2.371
C -1.965 -2.438 -0.552
O -3.031 -2.386 0.062
C -1.911 -3.169 2.555
C -2.764 -3.422 3.617
H -5.522 -3.411 6.434
H -5.416 -3.846 4.692
H -4.218 -4.510 5.865
H -2.631 -0.355 5.126
H -0.922 -0.038 3.355
H 0.400 -0.901 1.455
H 0.957 -2.365 -4.216
H 1.520 -0.903 -3.342
H 2.177 -2.500 -2.912
H -3.847 -3.784 -1.560
H -3.581 -2.994 -3.141
H -2.874 -4.586 -2.836
H -1.693 -3.973 1.850
H -3.226 -4.406 3.738
```